This record from the OMol25 dataset describes a structure of composition C5H11O3Pm at a distorted geometry. The level of theory is wB97M-V/def2-TZVPD.

```
20
Properties=species:S:1:pos:R:3:mulliken_charge:R:1
H 2.2884 -2.8153 0.3994 0.3380
C -1.8861 2.6443 -0.8571 -0.4545
O -1.0447 0.3968 0.3162 -0.4028
O -2.6472 3.0671 0.1317 -0.7219
H 1.2396 -0.4633 -1.0209 0.2732
H -0.0030 2.3807 0.2809 0.3709
H -2.3997 2.0511 -1.6558 0.2261
H -1.3100 3.4257 -1.4169 0.2893
H -1.2395 -0.7662 -1.3815 0.3926
H -1.3608 -1.5752 0.2308 0.2847
H 0.0024 1.3808 -1.2213 0.2371
Pm 0.3750 0.4930 2.4195 1.6031
C 2.0910 -2.1422 1.2443 -0.7239
H 3.0330 -1.6615 1.5398 0.2745
C 0.6467 -1.1781 -0.4322 -0.3191
C -0.8241 -0.8256 -0.3666 -0.5442
C -0.5418 1.6116 -0.2866 -0.5613
H 1.6776 -2.7170 2.0809 0.3002
H 0.7549 -2.1656 -0.9020 0.4823
O 1.1482 -1.1410 0.8974 -0.3440
```

Its HOMO energy (alpha / beta) is -9.30 / -9.52 eV. The calculation puts the largest force on an atom at 0.066 Eh/bohr. The calculation puts the relative energy (zero: lowest compared OMol25 entry of this formula, charge and spin) at 3.277 eV. As for the gap between HOMO and LUMO (alpha / beta): 3.944 / 4.176 eV. The charge is +1. As for the spin multiplicity: 6.